[1]
{
  "formula": "C2H4N2OS",
  "method": "wB97M-V/def2-TZVPD",
  "species": ["C", "C", "N", "N", "O", "S", "H", "H", "H", "H"],
  "coordinates": [[0.244, 1.080, 0.080], [1.041, -0.308, 0.122], [-1.010, 1.102, -0.071], [0.452, -1.522, 0.066], [-3.033, -0.182, 0.662], [-2.063, -0.217, -0.397], [0.816, 2.021, 0.061], [1.709, -0.192, -0.678], [1.582, -0.078, 1.043], [0.262, -1.704, -0.889]],
  "nbo_charge": [0.189, -0.348, -0.645, -0.516, -0.822, 1.218, 0.205, 0.213, 0.197, 0.309],
  "max_force_ev_per_a": 3.71,
  "e_tot_ha": -661.4027,
  "orbital_gap_ev": [7.5, 8.5],
  "homo_ha": [-0.31734, -0.34502],
  "relative_energy_ev": 4.976
}

---

[2]
{
  "formula": "C3H9S3",
  "method": "wB97M-V/def2-TZVPD",
  "species": ["C", "C", "S", "S", "H", "H", "H", "H", "H", "H", "C", "S", "H", "H", "H"],
  "coordinates": [[0.337, -1.983, 0.871], [-0.641, -0.859, 0.632], [-1.345, -1.000, -1.043], [-1.998, 0.936, -1.371], [1.113, -1.942, 0.106], [-0.147, -2.967, 0.849], [0.854, -1.870, 1.817], [-0.129, 0.097, 0.735], [-1.459, -0.853, 1.356], [-3.239, 0.805, -0.873], [2.313, 1.628, 0.140], [2.324, 0.576, 1.630], [2.264, 2.691, 0.398], [3.227, 1.502, -0.448], [1.466, 1.414, -0.525]],
  "nbo_charge": [-0.629, -0.535, 0.058, -0.152, 0.227, 0.173, 0.255, 0.274, 0.190, 0.105, -0.736, -0.734, 0.171, 0.172, 0.161],
  "max_force_ev_per_a": 0.60,
  "e_tot_ha": -1314.2850,
  "orbital_gap_ev": 5.2,
  "charge": -1,
  "homo_ha": -0.08614,
  "relative_energy_ev": 0.500
}